Below is C30H34F3IrN6O8S2 as an isolated structure, with properties calculated with the ωB97M-V functional and the def2-TZVPD basis.

Each line ends with the Löwdin charge.
CARTESIAN COORDINATES (ANGSTROEM)
Ir  -0.478  -1.426  0.832  1.34
C  5.246  2.766  -3.972  -0.07
O  5.227  2.263  -2.642  -0.06
C  4.660  3.023  -1.687  -0.27
C  4.154  4.305  -1.904  -0.01
C  3.584  5.000  -0.847  -0.02
C  3.472  4.412  0.403  -0.29
C  4.023  3.142  0.627  -0.01
C  4.616  2.458  -0.406  0.03
N  2.828  5.172  1.406  0.10
N  2.306  4.586  2.373  0.09
C  1.713  3.384  2.412  -0.22
C  1.815  2.682  3.658  0.00
C  1.352  1.424  3.816  0.04
C  0.672  0.752  2.726  -0.31
O  0.124  -0.337  2.866  -0.02
C  0.597  1.458  1.419  -0.12
N  0.061  0.767  0.407  0.04
C  -0.196  1.381  -0.736  -0.08
C  0.012  2.754  -0.887  -0.01
C  0.599  3.461  0.136  0.01
C  0.976  2.789  1.305  -0.09
H  5.675  1.981  -4.585  0.09
H  5.865  3.662  -4.044  0.10
H  4.236  2.988  -4.320  0.10
H  4.213  4.771  -2.876  0.10
H  3.194  6.001  -0.989  0.12
H  3.992  2.702  1.616  0.12
H  5.051  1.478  -0.253  0.13
H  2.337  3.186  4.461  0.12
H  1.470  0.878  4.742  0.13
H  -0.575  0.756  -1.534  0.11
H  -0.275  3.245  -1.806  0.11
H  0.746  4.530  0.047  0.12
O  -1.917  -2.965  0.349  -0.31
N  -1.640  -4.048  -0.398  -0.19
C  -0.931  -5.026  0.214  -0.04
C  -0.658  -6.210  -0.401  -0.07
C  -1.152  -6.408  -1.693  -0.08
C  -1.876  -5.417  -2.297  -0.11
C  -2.142  -4.172  -1.674  -0.73
S  -3.023  -2.934  -2.460  0.57
H  -0.602  -4.768  1.208  0.11
H  -0.076  -6.958  0.117  0.11
H  -0.965  -7.340  -2.213  0.11
H  -2.273  -5.538  -3.293  0.09
C  -3.333  -0.872  2.731  -0.03
N  -3.971  0.081  1.840  -0.07
C  -5.021  0.921  2.399  -0.16
C  -6.080  1.183  1.351  -0.16
C  -5.414  1.837  0.161  -0.17
N  -4.270  1.049  -0.271  -0.07
C  -3.840  1.223  -1.647  -0.03
C  -3.543  0.227  0.558  -0.45
O  -2.553  -0.357  0.121  -0.07
H  -4.104  -1.452  3.241  0.10
H  -2.709  -0.376  3.481  0.09
H  -2.717  -1.563  2.161  0.05
H  -4.603  1.867  2.766  0.13
H  -5.444  0.398  3.256  0.12
H  -6.877  1.815  1.744  0.12
H  -6.509  0.228  1.042  0.13
H  -5.099  2.857  0.416  0.13
H  -6.109  1.914  -0.677  0.12
H  -4.705  1.133  -2.307  0.09
H  -3.128  0.445  -1.904  0.07
H  -3.387  2.209  -1.802  0.09
C  1.604  -1.655  -3.220  -0.07
C  0.926  -2.376  -2.076  -0.28
O  -0.097  -1.560  -1.496  -0.23
H  2.416  -2.267  -3.622  0.08
H  2.028  -0.710  -2.872  0.07
H  0.895  -1.449  -4.024  0.08
H  1.642  -2.597  -1.286  0.09
H  0.490  -3.316  -2.419  0.11
H  -0.982  -1.779  -1.903  0.01
F  4.057  -3.810  1.479  0.14
C  2.779  -4.148  1.651  -0.68
F  2.710  -5.113  2.565  0.14
F  2.308  -4.626  0.493  0.13
S  1.807  -2.697  2.178  0.50
O  2.440  -2.240  3.379  -0.26
O  0.443  -3.231  2.287  -0.37
O  1.910  -1.804  1.006  -0.38

Values from the calculation:
Multiplicity: 5
⟨S²⟩: 6.088
LUMO level (spin up / spin down), eV: -1.3 / -2.4
HOMO-LUMO gap (spin up / spin down), eV: 5.54 / 4.58

=====

Below is C30H34F4N5OSTi as an isolated structure, with properties calculated with the ωB97M-V functional and the def2-TZVPD basis.

Each line ends with the Löwdin charge.
CARTESIAN COORDINATES (ANGSTROEM)
Ti  0.028  0.980  -0.294  1.22
C  -2.952  -0.223  0.909  -0.05
C  -1.777  -0.612  1.787  -0.19
N  -0.585  0.292  1.674  -0.24
C  0.632  -0.425  2.219  -0.20
C  0.496  -0.951  3.640  -0.03
C  -0.833  1.554  2.419  -0.14
C  0.319  2.517  2.162  -0.14
N  0.843  2.250  0.803  -0.09
C  2.229  2.528  0.633  -0.15
C  3.002  1.518  0.101  -0.16
F  2.293  0.401  -0.304  0.03
C  4.364  1.603  -0.055  -0.20
F  5.025  0.587  -0.592  0.15
C  5.002  2.763  0.344  0.14
C  4.249  3.793  0.881  -0.18
F  4.832  4.910  1.264  0.17
C  2.869  3.689  1.028  -0.13
F  2.167  4.692  1.542  0.15
H  -3.736  -0.971  1.029  0.10
H  -2.691  -0.204  -0.152  0.05
H  -3.390  0.738  1.181  0.09
H  -1.436  -1.617  1.540  0.11
H  -2.085  -0.622  2.833  0.14
H  1.475  0.262  2.174  0.11
H  0.836  -1.250  1.537  0.10
H  0.256  -0.172  4.363  0.09
H  1.460  -1.367  3.933  0.10
H  -0.244  -1.746  3.724  0.09
H  -0.937  1.369  3.488  0.14
H  -1.781  1.959  2.071  0.11
H  1.125  2.367  2.882  0.15
H  -0.009  3.551  2.275  0.13
H  6.075  2.868  0.237  0.17
N  -1.624  0.871  -2.839  0.13
C  -2.228  1.820  -2.010  -0.28
C  -3.431  2.414  -2.364  0.05
C  -3.922  3.439  -1.586  0.03
C  -3.179  3.886  -0.490  0.01
C  -2.017  3.241  -0.184  -0.07
N  -1.560  2.172  -0.897  0.01
C  -0.302  1.077  -3.277  -0.30
C  0.021  0.859  -4.609  0.03
C  1.301  1.148  -5.033  0.01
C  2.217  1.673  -4.123  0.00
C  1.828  1.827  -2.820  -0.06
N  0.592  1.491  -2.367  0.03
H  -2.236  0.569  -3.587  0.16
H  -3.946  2.096  -3.262  0.14
H  -4.850  3.926  -1.855  0.14
H  -3.501  4.728  0.106  0.14
H  -1.403  3.563  0.641  0.11
H  -0.736  0.518  -5.303  0.14
H  1.576  1.003  -6.070  0.14
H  3.214  1.961  -4.425  0.13
H  2.506  2.247  -2.093  0.12
C  -0.741  -6.454  2.669  -0.01
C  -0.685  -5.357  1.650  -0.21
C  -1.818  -4.990  0.925  0.01
C  -1.758  -3.997  -0.040  -0.06
C  -0.534  -3.376  -0.287  -0.45
C  0.622  -3.722  0.422  -0.07
C  0.531  -4.700  1.387  0.00
S  -0.561  -2.166  -1.525  1.12
C  0.881  -2.520  -2.501  -0.17
O  -0.153  -0.782  -0.867  -0.61
H  -1.762  -6.667  2.978  0.09
H  -0.147  -6.209  3.549  0.10
H  -0.324  -7.371  2.245  0.11
H  -2.758  -5.494  1.111  0.13
H  -2.643  -3.724  -0.603  0.12
H  1.576  -3.252  0.220  0.12
H  1.418  -4.988  1.938  0.14
H  1.747  -2.659  -1.859  0.07
H  1.025  -1.697  -3.198  0.06
H  0.652  -3.439  -3.044  0.09

Values from the calculation:
Multiplicity: 1
Net charge: +3
LUMO level, eV: -10.0
HOMO-LUMO gap, eV: 7.21

=====

Below is an isolated ion of composition C30H34N3 and charge +1 in a non-equilibrium geometry, with properties calculated with the ωB97M-V functional and the def2-TZVPD basis.

Each line ends with the Löwdin charge.
CARTESIAN COORDINATES (ANGSTROEM)
C  0.520  -6.463  -1.928  -0.07
N  0.815  -5.677  -0.753  -0.21
C  1.790  -6.268  0.134  -0.06
C  0.314  -4.418  -0.587  -0.22
C  0.462  -3.721  0.653  0.00
C  -0.109  -2.443  0.828  -0.03
C  -0.685  -1.765  -0.256  -0.17
C  -1.118  -0.277  -0.203  -0.23
C  -1.339  0.272  1.166  -0.13
C  -0.392  0.385  2.155  -0.03
N  -0.855  1.224  3.141  -0.11
C  -0.102  1.454  4.353  -0.02
C  -2.152  1.636  2.837  -0.16
C  -3.006  2.480  3.542  -0.01
C  -4.270  2.733  2.968  -0.08
C  -4.627  2.162  1.732  -0.09
C  -3.746  1.336  1.026  -0.04
C  -2.511  1.027  1.593  -0.11
C  -0.427  0.609  -1.154  -0.13
C  -1.486  0.768  -2.303  -0.13
C  -2.065  2.173  -2.162  -0.13
C  -1.189  2.993  -1.216  -0.10
C  -0.072  2.109  -0.825  -0.03
N  1.118  2.648  -0.695  0.01
C  1.204  4.123  -0.557  0.02
C  2.437  2.054  -0.951  -0.21
C  3.225  1.711  0.151  -0.01
C  4.569  1.368  -0.035  -0.05
C  5.146  1.422  -1.309  -0.06
C  4.380  1.850  -2.393  -0.06
C  3.036  2.195  -2.222  -0.01
C  -0.918  -2.486  -1.444  -0.03
C  -0.434  -3.784  -1.610  -0.02
H  -0.521  -6.347  -2.242  0.09
H  1.167  -6.194  -2.772  0.10
H  0.696  -7.513  -1.693  0.09
H  2.139  -5.548  0.876  0.07
H  1.364  -7.138  0.653  0.10
H  2.653  -6.616  -0.447  0.09
H  0.996  -4.187  1.486  0.09
H  -0.029  -1.977  1.815  0.09
H  -2.173  -0.344  -0.538  0.13
H  0.634  0.040  2.172  0.13
H  -0.442  2.365  4.860  0.09
H  -0.174  0.599  5.050  0.10
H  0.963  1.541  4.083  0.09
H  -2.697  2.896  4.505  0.11
H  -4.987  3.375  3.488  0.11
H  -5.627  2.352  1.320  0.11
H  -4.009  0.887  0.062  0.11
H  0.502  0.152  -1.510  0.15
H  -0.951  0.563  -3.227  0.12
H  -2.313  0.035  -2.322  0.12
H  -2.115  2.616  -3.156  0.12
H  -3.073  2.153  -1.743  0.11
H  -1.743  3.359  -0.342  0.15
H  -0.851  3.883  -1.752  0.12
H  2.197  4.358  -0.173  0.11
H  1.085  4.619  -1.533  0.11
H  0.452  4.486  0.151  0.11
H  2.780  1.756  1.139  0.12
H  5.157  1.054  0.816  0.11
H  6.193  1.139  -1.448  0.12
H  4.833  1.914  -3.390  0.12
H  2.456  2.604  -3.053  0.12
H  -1.455  -2.006  -2.262  0.11
H  -0.621  -4.311  -2.549  0.10

Values from the calculation:
SMILES: CN(C)c1ccc([C@@H](c2cn(C)c3ccccc23)[C@H]2CCC/C2=[N+](\C)c2ccccc2)cc1
Multiplicity: 1
Net charge: +1
LUMO level, eV: -3.4
HOMO-LUMO gap, eV: 5.99

=====

Q: Which energy above the lowest of the compared OMol25 structures with the same formula, charge and spin values were calculated for the entries above? A: 3.420; 0.111; 1.198, in eV.